one | Here is C4H6Br2O as an isolated structure from the OMol25 dataset. Energies are from ωB97M-V/def2-TZVPD.

Each line ends with the Mulliken charge.
Positions of all 13 atoms, in Å:
C 0.14 -1.62 0.18  -0.382
C 0.77 -0.34 0.80  -0.350
C 0.36 0.54 -0.43  0.767
C -0.95 1.20 -0.43  -1.364
O 0.04 -1.15 -1.10  -0.481
Br 0.22 0.37 2.43  -0.100
Br 1.54 1.33 -1.66  -0.075
H 0.93 -2.37 0.25  0.302
H -0.93 -1.71 0.57  0.279
H 1.86 -0.25 0.92  0.338
H -0.91 2.22 -0.77  0.436
H -1.43 1.10 0.50  0.361
H -1.64 0.67 -1.27  0.268

Output
* highest occupied orbital energy: -9.72 eV
* total charge: 0
* spin multiplicity: 1

two | Here is C4H6Br2O as an isolated structure from the OMol25 dataset. Energies are from ωB97M-V/def2-TZVPD.

Each line ends with the Mulliken charge.
Positions of all 13 atoms, in Å:
C -0.15 0.35 1.35  -0.772
C -0.88 0.02 0.23  0.410
C 1.39 1.50 0.82  -0.034
C -0.47 -1.09 -0.70  -1.212
O 0.89 2.65 0.49  -0.250
Br -2.08 1.29 -0.51  -0.107
Br 2.48 0.80 -0.64  -0.183
H -0.42 1.04 2.10  0.472
H 0.57 -0.41 1.65  0.262
H -0.29 -0.57 -1.72  0.309
H -1.33 -1.79 -0.87  0.370
H 0.22 -1.68 -0.26  0.409
H 0.64 2.88 -0.51  0.325

Output
* highest occupied orbital energy (spin up / spin down): -8.16 / -8.16 eV
* total charge: 0
* spin multiplicity: 1

Short version: one is the most stable of them.

one | Here is one molecule with the formula C20H23N3O3S2 from the OMol25 dataset. Energies are from ωB97M-V/def2-TZVPD.

Each line ends with the Mulliken charge.
Positions of all 51 atoms, in Å:
C -6.17 -2.66 0.97  -0.842
O -5.70 -1.38 1.28  -0.450
C -4.66 -0.87 0.56  0.825
C -4.01 -1.53 -0.47  -0.478
C -2.96 -0.92 -1.14  -0.779
C -2.55 0.36 -0.78  0.306
N -1.47 0.91 -1.50  -0.032
C -0.77 2.04 -1.23  0.357
O -1.04 2.85 -0.38  -0.652
C 0.48 2.18 -2.10  -1.111
C 1.63 1.33 -1.53  0.339
C 1.18 -0.13 -1.43  -0.253
O 0.79 -0.84 -2.32  -0.661
N 1.23 -0.44 -0.11  0.595
C 0.85 -1.73 0.43  -1.658
C 1.99 -2.69 0.36  0.640
C 3.06 -2.79 1.20  -0.526
C 3.98 -3.78 0.80  -0.479
C 3.61 -4.41 -0.34  -0.519
S 2.12 -3.81 -0.96  -0.093
C 1.72 0.61 0.66  0.444
S 1.93 0.51 2.27  -0.321
N 1.97 1.65 -0.17  0.232
C 2.57 2.92 0.20  -0.100
C 1.70 3.68 1.20  -1.214
C 3.99 2.71 0.72  -1.398
C -3.20 1.02 0.25  -0.328
C -4.24 0.41 0.92  -0.786
H -5.40 -3.42 1.11  0.334
H -7.00 -2.85 1.66  0.239
H -6.55 -2.72 -0.06  0.332
H -4.30 -2.53 -0.77  0.375
H -2.46 -1.44 -1.94  0.392
H -1.14 0.32 -2.25  0.210
H 0.28 1.85 -3.12  0.493
H 0.77 3.23 -2.11  0.554
H 2.50 1.42 -2.19  0.350
H 0.00 -2.10 -0.15  0.488
H 0.56 -1.57 1.47  0.566
H 3.17 -2.18 2.08  0.443
H 4.88 -4.01 1.34  0.396
H 4.12 -5.20 -0.86  0.435
H 2.63 3.50 -0.73  0.241
H 2.09 4.69 1.32  0.462
H 1.71 3.18 2.16  0.299
H 0.68 3.73 0.84  0.269
H 4.46 3.68 0.91  0.449
H 3.97 2.15 1.65  0.310
H 4.59 2.16 0.00  0.378
H -2.88 2.01 0.54  0.511
H -4.75 0.91 1.72  0.417

Output
* highest occupied orbital energy: -8.07 eV
* total charge: 0
* spin multiplicity: 1
* SMILES string: COc1ccc(NC(=O)C[C@@H]2C(=O)N(Cc3cccs3)C(=S)N2C(C)C)cc1

two | Here is one molecule with the formula C20H23N3O3S2 from the OMol25 dataset. Energies are from ωB97M-V/def2-TZVPD.

Each line ends with the Mulliken charge.
Positions of all 51 atoms, in Å:
C -8.08 -0.34 1.22  -1.268
C -7.33 -0.80 -0.14  -0.713
C -5.95 -0.38 -0.33  0.516
S -4.95 -0.95 1.03  -0.273
C -3.41 -0.03 0.81  0.521
C -2.50 -0.02 1.67  -0.680
C -1.43 0.88 1.39  -0.023
C -1.11 1.32 0.20  -0.305
S 0.46 1.90 -0.12  1.551
O 0.68 3.27 0.50  -0.835
O 0.59 2.08 -1.51  -0.752
N 1.53 0.85 0.38  0.160
C 2.69 1.52 1.14  -1.284
C 3.76 1.71 0.04  -1.343
N 4.07 0.60 -1.09  -0.154
C 5.14 -0.42 -0.40  0.787
C 4.90 -2.02 -0.36  -0.964
C 5.95 -2.51 0.00  -0.218
C 7.06 -2.19 0.53  -0.744
C 7.36 -0.82 0.46  -0.254
C 6.32 0.17 -0.06  -0.839
C 2.87 -0.07 -1.59  -2.173
C 1.77 -0.28 -0.32  -0.264
C -1.89 0.80 -0.85  -0.263
C -3.19 0.24 -0.65  -0.170
N -4.02 -0.11 -1.72  -0.132
C -5.37 -0.55 -1.47  0.176
O -6.01 -1.00 -2.32  -0.562
H -8.05 0.74 1.18  0.336
H -7.45 -0.60 2.00  0.423
H -9.10 -0.70 1.09  0.365
H -7.89 -0.33 -1.11  0.290
H -7.46 -1.79 -0.12  0.433
H -5.85 0.73 0.05  0.153
H -2.84 -0.15 2.92  0.204
H -0.57 0.86 2.31  0.134
H 2.53 2.48 1.53  0.575
H 3.11 0.79 1.66  0.677
H 4.65 2.02 0.31  1.057
H 3.36 2.25 -0.82  0.430
H 3.99 -2.08 -0.60  0.838
H 5.72 -3.80 0.06  0.041
H 7.92 -2.94 0.71  0.285
H 8.31 -0.32 0.69  0.333
H 6.47 1.09 -0.19  0.817
H 3.04 -0.96 -1.72  1.001
H 2.32 0.76 -1.86  0.995
H 0.71 -0.46 -0.69  0.311
H 2.17 -1.21 0.50  0.249
H -1.51 1.05 -1.86  0.407
H -3.51 -0.27 -2.48  0.146

Output
* highest occupied orbital energy: -8.10 eV
* total charge: 0
* spin multiplicity: 1
* SMILES string: CC[C@H]1Sc2ccc(S(=O)(=O)N3CCN(c4ccccc4)CC3)cc2NC1=O

Short version: one is the most stable of them.

one | Here is a 14-piece molecular cluster, C5H37NO14 overall from the OMol25 dataset. Energies are from ωB97M-V/def2-TZVPD.

Each line ends with the Mulliken charge.
Positions of all 57 atoms, in Å:
C 0.43 3.43 0.97  -0.181
N 0.65 2.68 -0.12  0.060
C 1.16 -1.01 0.44  0.067
C 0.54 0.23 -0.18  0.677
C 1.45 1.46 -0.02  0.762
C 2.52 1.52 -1.13  -1.603
O 0.84 3.13 2.09  -0.673
H -0.13 4.36 0.82  0.427
H 0.18 2.83 -1.00  0.235
H 1.31 -0.88 1.52  0.465
H 0.53 -1.89 0.29  0.170
H 2.12 -1.23 -0.01  -0.731
H 0.33 0.05 -1.24  -0.123
H -0.45 0.48 0.23  -0.160
H 1.98 1.39 0.92  -0.421
H 3.18 2.38 -0.96  0.439
H 2.07 1.63 -2.12  0.392
H 3.13 0.61 -1.07  0.223
H -1.39 -2.82 -0.96  0.355
H -1.83 -3.32 -2.36  0.290
O -1.05 -3.02 -1.87  -0.663
H -3.81 2.47 -0.09  0.323
H -3.25 3.26 -1.31  0.424
O -3.96 3.25 -0.65  -0.671
H -2.74 -1.14 3.31  0.273
H -1.50 -0.36 2.74  0.408
O -2.30 -0.92 2.48  -0.712
H 4.55 -0.72 2.27  0.269
H 3.76 -1.02 0.97  0.359
O 3.84 -0.37 1.71  -0.643
H 0.25 -1.81 -4.33  0.278
H -0.33 -1.88 -2.88  0.425
O 0.34 -1.40 -3.46  -0.695
H -3.24 0.02 1.36  0.342
H -4.69 0.31 0.99  0.279
O -3.80 0.50 0.68  -0.665
H -2.03 -3.70 1.11  0.306
H -2.18 -2.15 1.22  0.388
O -2.24 -2.91 0.59  -0.694
H -2.45 1.47 -2.06  0.343
H -1.33 2.02 -2.93  0.315
O -1.93 2.29 -2.21  -0.705
H -3.52 0.01 -0.92  0.427
H -4.34 0.42 -2.19  0.307
O -3.50 0.04 -1.90  -0.708
H 0.44 0.51 3.52  0.446
H -0.58 1.57 3.07  0.299
O -0.54 0.71 3.51  -0.711
H 4.75 -2.26 -0.70  0.316
H 3.24 -2.57 -0.81  0.313
O 3.96 -2.35 -0.16  -0.686
H 1.24 -3.38 -1.59  0.288
H 1.63 -2.26 -2.57  0.428
O 2.01 -2.96 -1.99  -0.749
H 1.87 1.83 2.91  0.532
H 2.70 0.50 2.73  0.362
O 2.12 0.99 3.36  -0.816

Output
* highest occupied orbital energy: -9.80 eV
* total charge: 0
* spin multiplicity: 1

two | Here is a 15-piece molecular cluster, C5H37NO14 overall from the OMol25 dataset. Energies are from ωB97M-V/def2-TZVPD.

Each line ends with the Mulliken charge.
Positions of all 57 atoms, in Å:
N 1.75 -0.42 2.32  -0.349
C 1.71 -0.72 0.83  -0.628
C -1.99 -1.74 -2.48  -1.100
C -1.47 -1.28 -1.36  0.219
C -0.13 -1.30 -0.78  0.638
C 0.39 -0.46 0.12  0.703
H 1.02 -0.93 2.76  0.371
H 2.58 -0.88 2.72  0.275
H 2.08 -1.74 0.63  -0.114
H 2.57 -0.19 0.24  0.264
H -3.10 -1.69 -2.72  0.231
H -1.53 -2.33 -3.32  0.246
H -2.14 -0.80 -0.63  0.173
H 0.27 -2.35 -0.91  0.057
H 0.00 0.56 0.28  -0.704
H -0.49 -4.69 1.04  0.279
H -2.00 -4.74 1.09  0.296
O -1.24 -4.49 1.58  -0.585
H 0.98 2.57 -4.14  0.289
H 0.94 2.02 -2.68  0.292
O 0.50 2.60 -3.31  -0.604
H -0.42 -0.12 -3.57  0.201
H -1.27 0.89 -4.30  0.320
O -1.03 -0.06 -4.30  -0.554
H 3.08 -2.31 -1.26  0.298
H 2.39 -3.65 -1.84  0.323
O 3.16 -3.28 -1.34  -0.635
H -1.82 1.29 2.19  0.245
H -2.60 0.11 2.35  0.226
O -2.26 0.60 1.61  -0.450
H 1.95 4.17 -0.36  0.311
H 1.18 5.05 0.63  0.309
O 1.71 4.22 0.59  -0.666
H 2.50 -4.08 1.49  0.302
H 2.28 -4.46 0.24  0.331
O 1.81 -4.70 1.09  -0.633
H 0.65 1.77 1.79  0.159
H 0.18 3.31 1.53  0.246
O 0.09 2.51 2.01  -0.473
H -1.38 1.61 -1.07  0.146
H -1.24 2.59 -2.19  0.283
O -0.95 2.42 -1.26  -0.488
H 1.03 0.88 5.10  0.315
H 1.57 1.17 3.78  0.301
O 1.89 0.74 4.59  -0.650
H -0.91 -2.01 1.54  0.305
H -1.21 -2.79 2.72  0.326
O -0.61 -2.05 2.47  -0.689
H -4.13 3.16 0.18  0.269
H -2.92 2.27 0.14  0.386
O -3.76 2.44 -0.31  -0.600
H -1.83 4.91 1.33  0.287
H -1.66 4.11 2.63  0.282
O -2.29 4.38 1.96  -0.595
H 2.69 -0.67 -4.31  0.270
H 1.41 -0.38 -3.40  0.310
O 2.07 -1.03 -3.69  -0.567

Output
* highest occupied orbital energy: -9.05 eV
* total charge: 0
* spin multiplicity: 1

three | Here is a 14-piece molecular cluster, C5H37NO14 overall from the OMol25 dataset. Energies are from ωB97M-V/def2-TZVPD.

Each line ends with the Mulliken charge.
Positions of all 57 atoms, in Å:
C 2.85 -0.03 0.12  -1.383
N 1.47 -0.39 0.60  0.402
C 0.97 -1.61 0.27  -0.334
C 1.88 -2.57 -0.49  1.086
C 2.95 -3.12 0.52  -1.423
C 1.20 -3.85 -1.00  -1.975
O -0.15 -1.92 0.67  -0.048
H 2.96 -0.18 -0.94  0.386
H 3.63 -0.39 0.79  0.269
H 2.85 1.02 0.35  0.590
H 0.85 0.41 0.66  -0.070
H 2.37 -2.07 -1.31  0.382
H 2.65 -2.95 1.55  0.225
H 3.01 -4.20 0.50  0.458
H 4.01 -2.83 0.42  0.342
H 1.88 -4.61 -1.40  0.472
H 0.60 -3.60 -1.89  0.384
H 0.45 -4.35 -0.43  0.388
H 0.39 -3.74 2.77  0.318
H -0.51 -3.51 1.48  0.305
O -0.41 -4.01 2.31  -0.726
H -3.05 -3.36 -0.66  0.301
H -1.48 -3.17 -0.56  0.320
O -2.24 -3.20 -1.16  -0.710
H -3.39 1.27 -1.34  0.289
H -4.48 2.12 -0.73  0.306
O -4.35 1.42 -1.38  -0.612
H -2.12 3.13 2.59  0.261
H -1.73 3.35 1.06  0.317
O -1.41 3.18 1.96  -0.639
H 1.59 2.61 -0.57  0.236
H 0.30 2.62 -1.20  0.046
O 0.81 2.03 -0.63  -0.039
H -2.78 2.52 -3.21  0.327
H -1.39 2.81 -3.34  0.276
O -2.13 3.10 -2.80  -0.584
H -1.10 0.65 0.40  0.084
H -2.30 -0.22 0.36  0.303
O -1.90 0.53 -0.12  -0.420
H 0.72 -0.13 -2.19  0.381
H 0.06 -0.69 -3.59  0.298
O 0.73 -0.16 -3.15  -0.701
H -0.11 5.17 -0.60  0.295
H -0.11 4.51 0.87  0.389
O -0.49 5.14 0.28  -0.628
H -1.93 -2.92 2.18  0.380
H -1.61 -1.43 2.41  0.294
O -2.30 -2.03 2.12  -0.676
H 0.74 3.10 2.08  0.217
H 1.81 3.70 2.82  0.309
O 1.49 3.69 1.90  -0.647
H 1.76 3.00 -3.82  0.267
H 0.93 1.91 -3.06  0.360
O 1.00 2.86 -3.26  -0.642
H 2.08 -1.58 4.02  0.262
H 1.30 -0.81 3.04  0.204
O 1.67 -1.70 3.16  -0.470

Output
* highest occupied orbital energy: -10.38 eV
* total charge: 0
* spin multiplicity: 1

Short version: one is the most stable of them.

one | Here is an isolated ion of composition C5H11N2 and charge +1 from the OMol25 dataset. Energies are from ωB97M-V/def2-TZVPD.

Each line ends with the Mulliken charge.
Positions of all 18 atoms, in Å:
C -1.02 2.17 -0.88  -0.862
C -0.83 1.30 0.13  -0.741
C -0.22 0.00 -0.07  1.271
N 0.64 -0.40 0.89  -0.169
C 1.05 0.24 2.14  -0.701
N -0.61 -0.77 -1.04  -0.150
C 0.13 -2.01 -1.41  -0.943
H -1.33 3.18 -0.78  0.322
H -0.59 1.97 -1.91  0.263
H -1.22 1.69 1.04  0.394
H 1.04 -1.34 0.65  0.120
H 0.71 -0.25 3.04  0.326
H 2.21 0.31 2.24  0.289
H 0.46 1.19 2.21  0.247
H -1.36 -0.34 -1.64  0.308
H -0.31 -2.87 -0.98  0.359
H 1.11 -1.90 -1.03  0.366
H 0.13 -2.16 -2.60  0.303

Output
* highest occupied orbital energy: -14.51 eV
* total charge: +1
* spin multiplicity: 1
* SMILES string: C=C/C(NC)=[NH+]/C

two | Here is an isolated ion of composition C5H11N2 and charge +1 from the OMol25 dataset. Energies are from ωB97M-V/def2-TZVPD.

Each line ends with the Mulliken charge.
Positions of all 18 atoms, in Å:
C 1.43 -0.24 -1.28  -1.523
C 0.47 -0.26 -0.10  1.086
C 1.20 -0.33 1.21  -1.451
N -0.51 -1.31 -0.27  -0.418
C -1.68 -0.88 -0.10  -0.125
C -1.75 0.65 0.25  -0.547
N -0.45 1.07 -0.24  -0.219
H 2.06 -1.15 -0.96  0.365
H 1.93 0.68 -1.32  0.421
H 0.86 -0.37 -2.11  0.457
H 0.52 0.00 2.01  0.377
H 2.17 0.12 1.28  0.351
H 1.09 -1.45 1.66  0.379
H -2.44 -1.68 -0.02  0.413
H -2.59 1.23 -0.21  0.366
H -1.62 0.77 1.35  0.288
H -0.61 1.18 -1.29  0.425
H -0.06 1.97 0.12  0.354

Output
* highest occupied orbital energy: -15.27 eV
* total charge: +1
* spin multiplicity: 1
* SMILES string: CC1(C)N=CC[NH2+]1

three | Here is a 2-piece molecular cluster, C5H11N2 overall from the OMol25 dataset. Energies are from ωB97M-V/def2-TZVPD.

Each line ends with the Mulliken charge.
Positions of all 18 atoms, in Å:
C -2.65 -1.26 -0.12  -0.697
C -0.47 -1.54 1.12  0.128
C -0.12 2.14 0.21  -1.096
C 2.36 -0.61 -0.42  -1.242
C 0.89 1.20 -0.31  0.191
N -1.53 -1.49 0.65  -0.018
N 1.13 -0.03 0.02  -0.407
H -3.41 -1.68 0.49  0.330
H -2.85 -0.29 -0.37  0.331
H 0.57 -1.14 1.20  0.570
H -0.97 1.60 0.64  0.194
H 0.28 2.94 0.78  0.331
H -0.61 2.63 -0.57  0.398
H 3.00 -0.74 0.41  0.429
H 2.36 -1.61 -0.66  0.422
H 2.86 -0.09 -1.12  0.426
H -2.44 -1.67 -1.07  0.357
H 1.62 1.64 -0.88  0.353

Output
* highest occupied orbital energy: -14.42 eV
* total charge: +1
* spin multiplicity: 1

Short version: one is the most stable of them.